No. 1
This record from the Open Molecules 2025 dataset describes a cluster of 4 separate species, C3H14O3S2 in total. The level of theory is ωB97M-V/def2-TZVPD.

Properties
**Kohn-Sham gap**: 9.013 eV
**Lowest unoccupied orbital energy**: 0.0113 Ha
**HOMO**: -8.71 eV
**Energy relative to the best compared isomer or geometry (same formula, charge and spin)**: 16.67 kJ/mol
**SMILES string**: CCCSS.O.O.O

Atoms and positions in Å:
C (3.493578, 1.209372, -1.428569)
C (2.248173, 1.007758, -0.536190)
C (2.228289, -0.371023, 0.114208)
S (0.784968, -0.577776, 1.228784)
S (-0.438888, -1.854618, 0.081870)
H (3.195631, 1.636311, -2.386394)
H (3.989710, 0.256300, -1.581929)
H (4.203853, 1.889576, -0.959697)
H (2.131461, 1.822058, 0.170675)
H (1.367827, 1.014845, -1.178490)
H (2.128708, -1.116325, -0.679824)
H (3.105274, -0.592258, 0.726970)
H (-0.338884, -1.023485, -0.962609)
O (-3.754741, 0.600170, -0.297827)
H (-4.372506, -0.101748, -0.069709)
H (-3.258171, 0.747724, 0.525250)
O (-1.543314, 0.480344, -2.165636)
H (-2.451176, 0.291173, -1.854421)
H (-1.196880, 1.100654, -1.517577)
O (-1.991480, 1.388994, 1.866814)
H (-1.449528, 0.675613, 2.244657)
H (-1.335210, 2.058093, 1.632859)

Atomic forces in eV per Å
C -0.39 0.21 0.43
C 0.05 -0.35 -0.62
C -0.14 0.09 0.37
S -0.15 -0.44 -0.31
S 0.67 0.43 0.39
H 0.19 -0.09 -0.01
H 0.13 -0.08 -0.24
H 0.07 -0.06 -0.02
H 0.03 0.00 0.26
H -0.17 0.23 -0.02
H 0.16 -0.08 0.31
H 0.07 0.10 -0.20
H -0.56 -0.08 -0.29
O -0.11 -0.20 0.17
H -0.05 0.03 -0.12
H 0.17 0.18 -0.11
O -0.18 -0.20 -0.11
H 0.45 0.26 0.13
H -0.17 0.07 0.03
O 0.32 -0.19 0.22
H -0.23 0.24 -0.23
H -0.17 -0.07 -0.03

Löwdin population analysis, charges in e, atoms 1 to 2: -0.0956, -0.3259

No. 2
This record from the Open Molecules 2025 dataset describes a structure of composition C21H52N2O5Si2. The level of theory is ωB97M-V/def2-TZVPD.

Properties
**Kohn-Sham gap**: 9.826 eV
**Lowest unoccupied orbital energy**: 0.0245 Ha
**HOMO**: -9.16 eV

Atoms and positions in Å:
C (6.058532, 1.109127, 3.671150)
C (5.733334, 1.826942, 2.346359)
C (4.668605, 1.116809, 1.503936)
C (3.270919, 1.641512, 1.782181)
O (2.286475, 0.946158, 1.019196)
Si (1.784322, 1.600147, -0.397206)
C (0.547050, 0.407691, -1.111583)
C (-0.660506, 0.187850, -0.246912)
N (-1.519988, -0.705260, -0.516396)
O (2.999965, 1.787152, -1.501338)
Si (3.802067, 3.237150, -1.759553)
C (2.772781, 4.479176, -2.704145)
C (1.653313, 5.233424, -1.955890)
C (0.202826, 4.839584, -2.314570)
O (0.040941, 4.075245, -3.493497)
C (5.319343, 2.849228, -2.786250)
C (6.013600, 1.518639, -2.446904)
C (5.331449, 0.300443, -3.090751)
C (4.931797, -0.801619, -2.101172)
N (3.883809, -1.707399, -2.588754)
H (5.746230, 1.700965, 4.528602)
H (7.121881, 0.913568, 3.771851)
H (5.546347, 0.151972, 3.740279)
H (5.414798, 2.847308, 2.551040)
H (6.639196, 1.871617, 1.745623)
H (4.870946, 1.240497, 0.439746)
H (4.649858, 0.045318, 1.695748)
H (3.222731, 2.720883, 1.609139)
H (3.041431, 1.489849, 2.838771)
H (1.147138, 2.903529, -0.112296)
H (1.068810, -0.547111, -1.225450)
H (0.258630, 0.712390, -2.117824)
H (-0.778859, 0.824800, 0.634032)
H (-2.247621, -0.688818, 0.195361)
H (4.262630, 3.807629, -0.467448)
H (2.422661, 3.979415, -3.606069)
H (3.503402, 5.212079, -3.053218)
H (1.772978, 5.101142, -0.880390)
H (1.778849, 6.298448, -2.137217)
H (-0.280002, 4.329203, -1.478325)
H (-0.371861, 5.746572, -2.486320)
H (0.529804, 3.258726, -3.414250)
H (4.996488, 2.809709, -3.831408)
H (6.016926, 3.686083, -2.725778)
H (6.024470, 1.379805, -1.363222)
H (7.054974, 1.553960, -2.758718)
H (4.431980, 0.594849, -3.630152)
H (6.010707, -0.145699, -3.817620)
H (4.566481, -0.352896, -1.181094)
H (5.804827, -1.406282, -1.856887)
H (4.034035, -1.919494, -3.565058)
H (2.992582, -1.236441, -2.519395)
C (-6.752391, -1.885951, 0.554929)
C (-7.430531, -0.542160, 0.754604)
O (-6.608019, 0.436366, 1.366472)
C (-5.418041, 0.762731, 0.677420)
C (-5.634776, 1.322231, -0.718180)
H (-6.383665, -2.276912, 1.503970)
H (-7.460284, -2.604077, 0.141437)
H (-5.907884, -1.822265, -0.133035)
H (-8.278744, -0.655552, 1.429455)
H (-7.830592, -0.168194, -0.194823)
H (-4.746823, -0.104654, 0.641070)
H (-4.927326, 1.513761, 1.297506)
H (-6.105389, 0.597005, -1.382629)
H (-4.677817, 1.601207, -1.160494)
H (-6.272306, 2.206279, -0.678956)
C (-5.463960, -7.833300, 2.100181)
C (-5.455048, -6.471817, 1.426589)
O (-6.059132, -5.444395, 2.190147)
C (-5.472445, -5.174961, 3.449282)
C (-4.018349, -4.740704, 3.376959)
H (-6.483219, -8.128045, 2.352587)
H (-5.041932, -8.581859, 1.429174)
H (-4.873778, -7.842148, 3.017405)
H (-6.037415, -6.515648, 0.506328)
H (-4.434884, -6.190679, 1.141526)
H (-5.583978, -6.035312, 4.119348)
H (-6.072610, -4.368632, 3.871367)
H (-3.373496, -5.525529, 2.979950)
H (-3.655975, -4.488515, 4.373870)
H (-3.913271, -3.863845, 2.736590)

Atomic forces in eV per Å
C -0.21 0.20 -0.01
C 0.10 -0.62 0.00
C -0.33 0.26 -0.12
C 0.15 -0.22 0.47
O 0.14 0.23 -0.16
Si -0.32 -0.68 -0.27
C 0.40 0.01 0.24
C -0.34 -0.23 -0.13
N 0.21 0.21 0.08
O -0.22 0.71 0.45
Si 0.51 -0.16 -0.60
C 0.09 -0.06 0.47
C 0.03 -0.10 -0.10
C -0.11 0.05 0.09
O -0.13 0.30 -0.25
C -0.19 -0.25 -0.16
C -0.13 0.00 0.05
C 0.05 -0.22 0.23
C -0.17 -0.12 -0.28
N 0.21 0.14 0.27
H 0.02 0.00 0.11
H 0.11 0.02 0.04
H -0.04 -0.11 -0.02
H 0.06 0.17 -0.11
H 0.09 0.20 -0.01
H 0.03 0.04 -0.03
H 0.17 -0.14 0.00
H -0.02 0.10 -0.14
H -0.12 -0.01 0.04
H 0.15 0.20 0.00
H -0.06 -0.10 -0.06
H -0.14 0.05 -0.07
H 0.07 0.10 0.06
H -0.13 -0.10 -0.01
H -0.21 -0.05 0.16
H -0.12 0.09 -0.17
H 0.10 0.00 -0.10
H 0.01 0.06 0.10
H -0.03 0.07 -0.06
H 0.09 -0.11 0.11
H -0.06 0.03 -0.04
H 0.12 -0.34 0.09
H 0.05 0.07 -0.10
H 0.01 0.11 0.12
H 0.12 0.00 0.08
H 0.12 0.07 0.01
H -0.08 0.15 -0.03
H -0.05 0.02 -0.23
H 0.01 0.01 0.13
H 0.11 0.02 0.15
H -0.01 -0.10 -0.13
H -0.13 0.02 -0.14
C 0.10 0.03 0.02
C -0.06 -0.07 -0.05
O -0.02 0.07 0.10
C 0.12 0.01 -0.04
C -0.09 -0.03 -0.01
H -0.02 -0.03 0.00
H -0.02 -0.01 0.02
H -0.04 -0.01 -0.04
H 0.00 0.02 0.02
H 0.04 0.00 -0.02
H -0.02 -0.01 -0.05
H -0.03 0.00 0.04
H 0.05 -0.03 -0.01
H 0.02 0.01 0.01
H 0.01 0.01 0.00
C -0.02 0.03 0.08
C 0.05 -0.05 -0.06
O -0.11 0.07 -0.04
C 0.04 0.02 0.09
C 0.01 -0.03 -0.09
H -0.01 0.00 -0.01
H -0.01 0.00 -0.02
H 0.04 -0.01 -0.03
H -0.02 0.02 0.00
H 0.02 -0.01 0.04
H 0.04 -0.02 -0.02
H -0.03 0.00 -0.01
H 0.00 -0.02 0.04
H -0.01 0.02 0.02
H 0.00 0.01 0.00

Löwdin population analysis, charges in e, atoms 1 to 2: -0.0984, -0.2360

No. 3
This record from the Open Molecules 2025 dataset describes a structure of composition C54H36AsN4ORuS6 in a non-equilibrium geometry. The level of theory is ωB97M-V/def2-TZVPD.

Properties
**Kohn-Sham gap (spin up / spin down)**: 6.203 / 6.108 eV
**Lowest unoccupied orbital energy (spin up / spin down)**: -0.0366 / -0.0377 Ha
**HOMO (spin up / spin down)**: -7.20 / -7.13 eV
**2S+1**: 2
**Energy relative to the best compared isomer or geometry (same formula, charge and spin)**: 100.16 kJ/mol
**Expectation value of S²**: 0.76

Atoms and positions in Å:
Ru (-1.064703, -0.031784, 0.529459)
S (4.458339, -1.706039, 0.675185)
C (6.047008, -2.184137, 0.285586)
C (6.439750, -1.699396, -0.926017)
C (5.426714, -0.925619, -1.546678)
C (4.281795, -0.843749, -0.800334)
C (3.035983, -0.148175, -1.144730)
C (1.875104, -0.368797, -0.375301)
N (0.735819, 0.244022, -0.615868)
C (0.669324, 1.116728, -1.641827)
C (1.749372, 1.389209, -2.482337)
C (1.578406, 2.360581, -3.527729)
C (0.411232, 3.026318, -3.673877)
C (-0.696448, 2.788018, -2.788472)
C (-1.905704, 3.498707, -2.832148)
C (-2.896107, 3.231832, -1.910675)
C (-2.661570, 2.214735, -0.961152)
N (-1.548937, 1.516040, -0.912802)
C (-0.564307, 1.814743, -1.797332)
C (-4.167716, 3.963605, -1.873176)
C (-4.637373, 4.878928, -2.777813)
C (-5.906029, 5.400695, -2.424331)
C (-6.372673, 4.873924, -1.257013)
S (-5.284816, 3.752250, -0.582804)
C (2.955969, 0.728552, -2.207242)
H (6.612282, -2.795829, 0.969753)
H (7.411416, -1.885261, -1.358687)
H (5.541207, -0.467224, -2.518221)
H (1.865378, -1.039270, 0.475623)
H (2.412273, 2.561967, -4.188372)
H (0.297020, 3.769746, -4.452589)
H (-2.032284, 4.274774, -3.576345)
H (-3.418710, 1.931684, -0.239724)
H (-4.104818, 5.164580, -3.673372)
H (-6.445826, 6.130425, -3.008845)
H (-7.302312, 5.089465, -0.756387)
H (3.822542, 0.940667, -2.820961)
S (-1.631621, 1.643504, 2.164871)
C (-3.237221, 1.025871, 2.112479)
S (-3.233265, -0.345347, 1.043899)
C (-4.345378, 1.514041, 2.757593)
C (-5.621236, 0.916659, 2.552306)
N (-6.650005, 0.438305, 2.352221)
C (-4.237978, 2.646973, 3.612310)
N (-4.130307, 3.561385, 4.304451)
S (-0.484075, -1.802780, 2.062666)
C (-1.571308, -3.134303, 1.621626)
C (-2.007915, -4.032546, 2.593422)
C (-2.898347, -5.044442, 2.269872)
C (-3.382772, -5.185205, 0.975318)
C (-2.945705, -4.312160, -0.010727)
C (-2.036418, -3.317150, 0.310694)
As (-1.331204, -2.029659, -0.927195)
C (-2.478653, -2.068828, -2.475684)
C (-3.453381, -1.080936, -2.580436)
C (-4.343523, -1.091212, -3.644993)
C (-4.257277, -2.087109, -4.607216)
C (-3.286740, -3.074619, -4.503652)
C (-2.396995, -3.070139, -3.439078)
C (0.261442, -2.920232, -1.587290)
C (0.880947, -3.935421, -0.867608)
C (2.031118, -4.531330, -1.368384)
C (2.567573, -4.120538, -2.579205)
C (1.951215, -3.106670, -3.300053)
C (0.802752, -2.508463, -2.803347)
H (-1.672779, -3.905590, 3.614942)
H (-3.244398, -5.714050, 3.047223)
H (-4.100757, -5.959204, 0.739694)
H (-3.313971, -4.413598, -1.025104)
H (-3.528577, -0.312522, -1.819128)
H (-5.105294, -0.325836, -3.718096)
H (-4.951451, -2.097763, -5.437552)
H (-3.224075, -3.853925, -5.252301)
H (-1.641584, -3.843061, -3.362487)
H (0.465260, -4.264346, 0.076570)
H (2.511214, -5.320847, -0.804092)
H (3.468962, -4.584747, -2.959397)
H (2.365010, -2.779893, -4.246054)
H (0.321710, -1.721134, -3.376667)
O (1.228859, 0.633028, 1.952532)
S (1.572303, 1.830306, 2.788654)
C (3.276889, 2.183447, 2.379326)
C (3.677917, 3.501354, 2.246132)
C (4.986141, 3.773962, 1.860081)
C (5.858766, 2.732352, 1.590160)
C (5.436073, 1.411085, 1.709054)
C (4.143930, 1.132530, 2.113993)
C (1.787702, 1.223331, 4.455159)
C (2.067661, 2.126209, 5.471596)
C (2.212795, 1.654415, 6.765146)
C (2.063585, 0.297619, 7.028947)
C (1.765769, -0.585694, 6.003422)
C (1.623499, -0.127607, 4.699404)
H (2.975273, 4.304923, 2.431170)
H (5.313662, 4.799954, 1.755515)
H (6.872761, 2.945907, 1.277609)
H (6.116588, 0.599158, 1.486222)
H (3.791371, 0.113169, 2.209870)
H (2.157643, 3.185105, 5.258608)
H (2.424428, 2.345470, 7.570249)
H (2.165684, -0.066461, 8.042880)
H (1.625103, -1.637622, 6.215404)
H (1.356013, -0.793984, 3.890038)

Atomic forces in eV per Å
Ru -0.35 -1.15 -0.87
S 0.00 -0.50 -0.24
C 0.07 -0.02 -0.03
C -0.02 0.06 0.04
C 0.00 -0.07 0.04
C -0.01 0.03 -0.17
C -0.01 -0.09 0.07
C 0.02 0.00 -0.14
N 0.48 0.27 -0.07
C -0.14 0.02 0.04
C 0.11 -0.07 0.05
C -0.07 0.01 -0.01
C 0.05 -0.01 0.03
C -0.18 -0.01 0.06
C 0.07 0.01 0.00
C -0.11 0.01 0.10
C 0.08 -0.13 -0.14
N 0.14 0.14 -0.02
C 0.02 -0.09 0.08
C 0.09 0.05 -0.12
C -0.04 -0.04 0.03
C 0.02 -0.02 0.02
C -0.02 0.04 -0.04
S -0.03 -0.02 0.06
C -0.08 0.07 0.02
H -0.01 0.00 0.01
H 0.00 -0.01 0.00
H -0.01 -0.01 -0.01
H 0.04 -0.08 -0.10
H 0.00 0.00 0.00
H -0.01 0.00 0.00
H -0.03 0.00 0.00
H -0.01 0.09 -0.01
H 0.00 0.00 0.00
H 0.00 0.00 0.00
H 0.00 0.00 0.01
H 0.02 -0.01 0.01
S 0.01 0.19 0.33
C 0.23 0.12 -0.11
S -0.96 -0.02 0.29
C 0.11 -0.02 -0.08
C -0.06 0.01 -0.03
N 0.00 0.00 0.01
C 0.02 0.05 0.11
N -0.02 0.00 -0.04
S -0.14 0.24 -0.14
C 0.03 0.02 -0.20
C 0.02 0.00 0.07
C -0.03 0.00 -0.01
C 0.03 0.02 0.00
C 0.05 -0.14 0.02
C 0.02 0.22 0.11
As 0.40 0.03 0.36
C -0.11 0.03 0.06
C -0.02 0.03 -0.03
C 0.02 -0.02 -0.02
C -0.02 0.01 0.00
C 0.01 -0.01 -0.01
C -0.03 0.02 -0.01
C -0.08 0.03 -0.19
C -0.02 0.05 -0.02
C 0.07 -0.02 0.08
C 0.05 0.03 0.00
C 0.01 0.05 0.03
C 0.05 0.07 -0.01
H 0.00 -0.01 0.00
H 0.01 -0.01 0.00
H 0.00 0.00 0.00
H 0.01 0.05 -0.01
H 0.00 -0.03 -0.01
H 0.00 0.00 0.00
H 0.00 0.00 0.00
H 0.00 0.00 0.00
H -0.01 0.01 0.01
H -0.01 0.01 0.01
H 0.00 0.00 -0.01
H -0.02 -0.01 0.00
H -0.01 -0.01 0.00
H 0.00 -0.01 0.03
O 0.37 0.24 0.55
S -0.19 -0.10 -0.20
C 0.09 0.05 0.07
C 0.03 0.02 0.00
C -0.04 0.03 0.00
C 0.01 -0.04 -0.01
C 0.03 0.03 0.03
C -0.13 0.17 0.12
C 0.13 0.02 0.00
C -0.02 -0.02 0.01
C -0.01 0.02 -0.01
C 0.01 0.01 0.01
C -0.02 -0.04 -0.02
C -0.03 0.04 0.06
H 0.00 0.01 0.00
H 0.00 0.00 0.00
H 0.00 0.00 0.00
H 0.02 -0.02 -0.02
H -0.01 0.22 0.12
H 0.02 0.00 -0.01
H 0.01 0.00 0.00
H 0.00 0.00 0.00
H 0.01 0.00 0.01
H 0.01 -0.01 -0.02

Löwdin population analysis, charges in e, atoms 1 to 2: 0.5252, 1.0808

No. 4
This record from the Open Molecules 2025 dataset describes a structure of composition C7H7CuO6S in a non-equilibrium geometry. The level of theory is ωB97M-V/def2-TZVPD.

Properties
**Kohn-Sham gap (spin up / spin down)**: 8.508 / 7.470 eV
**Charge**: +1
**Lowest unoccupied orbital energy (spin up / spin down)**: -0.1583 / -0.2029 Ha
**HOMO (spin up / spin down)**: -12.81 / -12.99 eV
**2S+1**: 2
**Expectation value of S²**: 0.76

Atoms and positions in Å:
O (-1.711986, -3.833703, -0.187562)
C (-1.951473, -3.851744, -1.441734)
Cu (0.932534, 0.150095, -2.307770)
O (1.457068, -2.349174, 0.432849)
C (1.185234, -1.689385, -0.441879)
C (2.037193, 1.589340, -0.755150)
O (2.851606, 2.305282, -0.464817)
C (-0.941323, 1.239243, -1.884615)
O (-1.834403, 1.901774, -1.519122)
C (2.440738, -0.235533, -3.540252)
O (3.160349, -0.451421, -4.374204)
H (0.997445, -0.983241, -3.393725)
C (-0.321458, -0.434217, 2.693655)
S (-0.475559, 0.414105, 1.133494)
C (-1.697096, 1.519756, 1.474384)
O (0.803034, 1.205315, 1.005501)
H (-1.324656, -0.667667, 3.048207)
H (0.253782, 0.197672, 3.383595)
H (0.230736, -1.359980, 2.541608)
H (-1.424632, 2.322241, 2.091475)
H (-2.128756, 1.968735, 0.606936)
H (-2.538374, 1.042508, 1.899122)

Atomic forces in eV per Å
O -2.12 -0.11 -11.29
C 2.13 0.13 11.28
Cu 0.51 0.43 0.99
O -0.33 0.67 -0.97
C 0.38 -0.47 0.65
C 0.00 -0.44 -1.36
O -0.08 0.05 0.38
C -4.01 3.02 1.57
O 4.52 -3.37 -2.22
C -0.20 1.09 0.96
O 0.23 -0.54 -0.62
H -0.60 -0.51 -0.42
C 0.00 -0.07 0.28
S 1.86 -1.29 -0.37
C -2.00 1.16 -0.03
O -0.17 0.00 0.13
H 0.10 -0.02 0.19
H -0.37 0.00 -0.18
H -0.04 0.04 -0.12
H 0.84 0.95 1.15
H 0.19 0.17 -0.79
H -0.85 -0.87 0.77

Löwdin population analysis, charges in e, atoms 1 to 2: -0.1247, 0.1409

no.,electronic energy (Ha)
1,-1144.7890
2,-1896.1018
3,-7093.5012
4,-2760.6027